{"formula": "C21H41F3NO15", "method": "ωB97M-V/def2-TZVPD", "species": ["N", "H", "H", "H", "H", "C", "C", "O", "C", "O", "O", "F", "H", "H", "H", "C", "C", "O", "C", "O", "O", "F", "H", "H", "H", "C", "C", "O", "C", "O", "O", "F", "H", "H", "H", "C", "O", "C", "C", "O", "C", "C", "O", "C", "H", "H", "H", "H", "H", "H", "H", "H", "H", "H", "H", "H", "H", "H", "C", "O", "C", "C", "O", "C", "C", "O", "C", "H", "H", "H", "H", "H", "H", "H", "H", "H", "H", "H", "H", "H", "H"], "xyz": [[-0.263343, 0.136589, -0.299663], [0.651371, -0.449870, -0.277471], [-0.682846, 0.199370, 0.703678], [-0.932284, -0.162323, -0.951268], [-0.119508, 0.970857, -0.769768], [0.298020, 1.513036, 3.706765], [1.531235, 1.925847, 4.404924], [2.433259, 2.303947, 3.472868], [1.842881, 2.214655, 2.239494], [2.360611, 2.370106, 1.100300], [0.636686, 1.672878, 2.431844], [2.051734, 0.810126, 5.050865], [-0.492921, 2.068494, 4.159509], [0.064718, 0.410434, 3.718161], [1.285461, 2.747225, 5.029997], [3.011063, -2.018883, 5.223255], [4.311684, -1.659554, 4.210565], [3.692616, -1.826928, 2.942317], [2.383723, -1.809688, 2.959409], [1.672431, -1.658108, 2.042178], [1.997018, -1.912913, 4.296770], [5.354443, -2.395039, 4.476038], [3.053363, -1.342962, 6.016139], [2.989128, -3.081441, 5.592191], [4.604465, -0.588726, 4.731137], [0.689632, -3.098822, -2.798568], [0.139106, -4.597533, -2.877386], [-1.055801, -4.534268, -2.289282], [-1.368066, -3.280903, -1.905364], [-2.467009, -3.014102, -1.411294], [-0.298117, -2.507202, -2.019717], [0.936663, -5.479650, -2.198552], [0.723793, -2.615839, -3.779148], [1.642910, -2.994040, -2.206886], [0.257892, -4.618842, -3.853506], [-3.666125, 0.415379, -2.578200], [-2.291973, 0.374217, -2.592322], [-1.833289, -0.175386, -3.767727], [-0.389154, 0.267652, -4.179570], [0.383102, 0.168728, -3.207415], [1.728662, 0.410364, -3.399508], [2.611168, 0.254481, -2.079129], [2.562852, -1.029946, -1.482678], [3.559697, -1.169465, -0.472094], [-3.754024, 1.466635, -2.889457], [-3.996087, 0.506426, -1.446686], [-4.515639, -0.457549, -3.061483], [-2.541134, 0.050353, -4.817869], [-1.953166, -1.315315, -3.776217], [-0.369126, 1.368387, -4.508196], [0.024400, -0.322197, -5.004773], [1.904682, 1.601632, -3.615800], [2.154770, -0.254193, -4.195263], [2.664320, 1.091938, -1.460528], [3.538274, 0.515921, -2.302158], [4.568634, -1.103760, -0.995010], [3.699119, -2.284347, -0.097073], [3.410415, -0.532772, 0.405022], [-2.031459, -2.090948, 2.055351], [-2.148345, -0.670575, 2.148758], [-3.310554, -0.137058, 1.548571], [-3.405005, 1.360945, 1.404642], [-2.429781, 1.876421, 0.834609], [-2.139932, 3.223700, 0.928590], [-1.926539, 3.803434, -0.424306], [-0.886881, 3.159747, -0.952429], [-0.623764, 3.610671, -2.286659], [-1.685811, -2.223878, 1.123240], [-3.033425, -2.519613, 1.996596], [-1.382854, -2.629223, 2.555891], [-4.209777, -0.487490, 2.011733], [-3.256437, -0.620075, 0.504091], [-3.381068, 1.947240, 2.495191], [-4.221904, 1.601321, 0.851014], [-1.264108, 3.393022, 1.496266], [-2.945961, 3.809827, 1.177472], [-1.650184, 4.864925, -0.260371], [-2.776048, 3.711677, -0.853184], [-0.471710, 4.750210, -2.097485], [-1.491616, 3.654194, -3.100867], [0.236772, 3.068413, -2.503113]], "atomic_forces_ev_per_a": [[1.74, -2.40, 3.62], [-1.95, 0.93, -0.41], [0.63, 0.28, -2.00], [-1.64, -2.03, -1.08], [1.03, 3.21, -0.10], [-0.76, -3.18, 2.15], [0.12, -1.80, 1.77], [0.97, 1.24, -2.33], [2.24, -0.93, -4.00], [-2.03, -0.21, 5.11], [-0.36, 1.84, -5.15], [0.12, 0.87, 0.47], [-1.17, 0.61, -0.74], [0.13, 0.98, 1.14], [0.64, 0.43, 1.47], [2.99, -2.73, -2.82], [-3.36, 2.42, 5.06], [3.55, 0.60, -0.50], [0.15, 0.19, 4.28], [-1.19, -0.03, -1.13], [-2.66, 0.64, -1.80], [1.20, -1.59, -1.02], [-0.72, 1.30, 1.05], [0.51, 0.97, -0.19], [-0.68, -1.73, -2.98], [1.30, -1.10, 1.65], [3.52, 2.80, 3.66], [-2.13, -0.62, -0.42], [-3.05, -0.06, 2.27], [3.30, -0.08, -1.51], [-1.42, 1.82, 0.76], [-0.23, 0.14, -0.41], [0.14, -0.14, 0.12], [-0.80, -0.23, -1.10], [-0.66, -2.55, -4.93], [-4.40, 0.70, 2.53], [1.82, -1.67, -0.19], [-0.65, -1.55, -5.06], [-5.02, 2.08, -5.43], [5.02, -1.30, 8.19], [2.42, 2.33, 1.27], [-3.59, -1.73, -1.61], [-0.64, 0.31, 0.75], [2.20, -2.74, -0.44], [-1.70, -0.46, -0.82], [0.66, -0.58, -2.06], [3.36, 2.49, 0.99], [1.66, 0.03, 3.07], [0.49, 1.29, 0.39], [-0.64, -1.01, -0.26], [-0.76, -0.21, -0.76], [-0.39, -2.74, -0.21], [-0.39, 0.69, 0.36], [-2.29, 1.49, 2.44], [4.99, -0.19, -2.63], [-0.94, 0.85, 0.86], [-1.25, 2.11, -0.73], [0.16, 0.12, -0.39], [-5.15, 2.80, -2.17], [1.15, 1.33, 2.11], [0.52, -1.71, -2.41], [-2.69, -1.44, 8.03], [8.37, 1.89, -5.13], [0.61, -0.02, -1.26], [4.58, 1.67, 4.81], [1.24, -1.90, -2.97], [-2.19, 3.54, 0.74], [1.16, -0.82, -4.01], [0.04, -0.28, 0.67], [3.08, -1.59, 4.06], [-0.60, -0.36, 0.49], [-0.70, 0.90, 0.84], [-1.27, -1.89, -1.68], [-3.75, 0.27, -0.88], [0.80, 0.08, 1.12], [-2.21, 1.00, 2.02], [-0.43, 0.03, -0.23], [-5.71, -0.50, -3.96], [0.53, -1.64, -0.94], [1.53, -1.04, 1.87], [1.45, -0.49, -1.35]], "lumo_energy_ev": -1.65, "e_tot_ev": -62778.5846, "e_above_lowest_kj_mol": 151.6, "charge": 1, "orbital_gap_ev": 10.71, "homo_energy_ev": -12.4}

{"formula": "C21H41IN2PbSi4", "method": "ωB97M-V/def2-TZVPD", "species": ["C", "C", "H", "H", "H", "H", "H", "H", "C", "C", "C", "C", "H", "H", "H", "H", "N", "C", "C", "N", "C", "C", "C", "H", "H", "C", "H", "H", "Pb", "I", "C", "Si", "C", "C", "Si", "Si", "C", "C", "C", "Si", "C", "C", "C", "H", "H", "H", "H", "H", "H", "H", "H", "H", "H", "H", "H", "H", "H", "H", "H", "H", "H", "H", "H", "H", "H", "H", "H", "H", "H", "H"], "xyz": [[3.727377, 4.918899, -0.660925], [4.906152, 4.001393, -1.029707], [3.433252, 5.530571, -1.515226], [4.016164, 5.604595, 0.146019], [2.854686, 4.360364, -0.336161], [4.608677, 3.220742, -1.719669], [5.700436, 4.590620, -1.507034], [5.339182, 3.542810, -0.138108], [-2.599014, 1.739743, -2.471132], [-3.824707, 1.662123, -3.125705], [-4.082451, 0.562849, -3.950712], [-3.107782, -0.424234, -4.074326], [-2.346349, 2.572851, -1.814997], [-4.549018, 2.460193, -2.986582], [-5.020914, 0.473094, -4.492866], [-3.268286, -1.308511, -4.687368], [-1.634176, 0.803368, -2.623767], [-1.883526, -0.284226, -3.413002], [-0.810307, -1.289138, -3.511037], [0.335457, -1.021052, -2.827409], [1.320013, -1.939273, -2.776759], [0.097168, -3.406022, -4.236901], [1.246963, -3.142915, -3.482042], [2.184898, -1.680516, -2.157143], [2.082113, -3.836256, -3.431386], [-0.946638, -2.481522, -4.240327], [-1.866705, -2.648464, -4.794379], [0.010345, -4.318064, -4.822295], [0.553235, 1.220924, -1.524454], [-0.000486, 4.000594, -0.360742], [3.293152, 0.092139, 1.068427], [1.805968, 0.445092, 2.177830], [1.886422, -0.604330, 3.742645], [1.838903, 2.251154, 2.696759], [-0.108686, -0.110196, 0.965769], [-0.201152, -2.456735, 1.000469], [-0.805440, -3.047890, 2.696330], [-1.413772, -3.091779, -0.298053], [1.497354, -3.216317, 0.685352], [-2.042858, 0.595559, 2.071574], [-1.824819, 0.219545, 3.909544], [-2.443462, 2.429505, 1.947023], [-3.484076, -0.348208, 1.298460], [4.201355, 0.338970, 1.638856], [3.301523, 0.705758, 0.155044], [3.354049, -0.962205, 0.771087], [2.792052, -0.299153, 4.287813], [1.025363, -0.436489, 4.402334], [1.960053, -1.679901, 3.538948], [1.918609, 2.923517, 1.830601], [0.936310, 2.536856, 3.251424], [2.711237, 2.410367, 3.349716], [-1.829130, -2.720050, 2.917378], [-0.803352, -4.148236, 2.677034], [-0.155754, -2.726103, 3.519517], [-1.086810, -2.869394, -1.321260], [-1.492483, -4.185510, -0.201171], [-2.418535, -2.670350, -0.172300], [1.892241, -2.963178, -0.307603], [2.242258, -2.924853, 1.437306], [1.390940, -4.311174, 0.728871], [-0.997772, 0.797031, 4.344893], [-2.753255, 0.534773, 4.408047], [-1.659600, -0.841680, 4.128772], [-2.653846, 2.729655, 0.913032], [-3.336997, 2.633810, 2.558544], [-1.620390, 3.056375, 2.310837], [-3.571968, -0.130891, 0.224105], [-3.412178, -1.436149, 1.423200], [-4.407204, -0.004847, 1.789015]], "atomic_forces_ev_per_a": [[0.66, 0.18, -0.12], [0.00, 0.61, 0.27], [-0.04, -0.01, 0.01], [-0.16, -0.16, -0.17], [-0.08, -0.16, 0.18], [-0.03, -0.21, -0.19], [-0.20, -0.22, 0.10], [-0.06, -0.06, -0.09], [0.14, -0.49, -0.38], [0.14, -0.12, 0.02], [0.32, 0.15, 0.25], [0.37, 0.04, 0.17], [-0.17, -0.14, -0.21], [0.09, -0.20, -0.06], [0.16, 0.04, 0.16], [-0.15, 0.37, 0.12], [-0.46, 0.07, -0.12], [-0.35, 0.98, 0.35], [1.20, -0.73, 0.05], [-0.28, -0.30, 0.02], [-0.53, 0.12, -0.48], [0.20, 0.27, 0.18], [-0.23, 0.29, 0.11], [-0.22, -0.12, -0.35], [-0.23, 0.05, -0.07], [0.11, 0.60, 0.38], [0.37, -0.23, 0.08], [0.05, 0.14, 0.16], [-0.50, -0.73, -0.25], [-0.22, -0.09, -0.15], [-0.01, -0.03, 0.13], [1.11, 0.59, 0.12], [-0.28, -0.25, -0.11], [-0.12, 0.00, -0.18], [-0.05, -0.31, 1.03], [-0.06, -1.13, -0.47], [-0.01, 0.39, 0.04], [0.00, 0.01, -0.03], [-0.03, 0.05, -0.02], [-1.18, 0.46, -0.05], [0.34, -0.18, -0.09], [0.19, 0.00, -0.15], [0.04, 0.06, 0.17], [-0.13, -0.07, -0.24], [0.04, -0.03, 0.20], [0.01, 0.20, 0.08], [-0.17, -0.02, -0.17], [0.21, -0.04, -0.14], [0.02, 0.23, 0.06], [0.10, -0.14, 0.27], [0.17, -0.05, -0.01], [-0.24, 0.01, -0.18], [0.21, -0.12, -0.07], [0.04, 0.25, -0.10], [-0.14, -0.09, -0.16], [0.00, -0.07, 0.18], [0.01, 0.26, -0.03], [0.19, -0.10, 0.00], [-0.07, -0.08, 0.27], [-0.17, -0.09, -0.16], [0.04, 0.25, 0.00], [-0.22, -0.10, -0.09], [0.16, -0.06, -0.16], [-0.05, 0.28, -0.02], [-0.11, -0.05, 0.14], [0.27, 0.01, -0.20], [-0.13, -0.06, 0.08], [0.02, -0.03, 0.22], [-0.05, 0.26, 0.01], [0.15, -0.15, -0.15]], "lumo_energy_ev": [-9.17, -9.58], "e_tot_ev": -70269.0933, "charge": 2, "orbital_gap_ev": [5.38, 4.91], "homo_energy_ev": [-14.5, -14.5]}

{"formula": "C21H42BBrNO19PSi2", "method": "ωB97M-V/def2-TZVPD", "species": ["N", "B", "O", "Si", "O", "Si", "Br", "C", "C", "C", "C", "C", "C", "P", "O", "O", "H", "H", "H", "H", "H", "H", "H", "H", "H", "H", "H", "H", "C", "O", "C", "O", "O", "C", "H", "H", "H", "H", "H", "H", "C", "O", "C", "O", "O", "C", "H", "H", "H", "H", "H", "H", "C", "O", "C", "O", "O", "C", "H", "H", "H", "H", "H", "H", "C", "O", "C", "O", "O", "C", "H", "H", "H", "H", "H", "H", "C", "O", "C", "O", "O", "C", "H", "H", "H", "H", "H", "H"], "xyz": [[-2.965972, 0.049838, 3.991554], [-1.579411, 0.200852, 4.296421], [-1.232888, 0.753952, 5.511238], [-0.271174, -0.320224, 2.834687], [-0.540344, -1.944504, 2.466932], [0.160158, -2.746608, 1.205777], [-1.033193, -4.574305, 0.863057], [1.518399, 0.030288, 3.216897], [2.403383, -1.007389, 3.524102], [3.744197, -0.763789, 3.764031], [4.230979, 0.533671, 3.712729], [3.364909, 1.580268, 3.431766], [2.027788, 1.332072, 3.187076], [-0.785507, 0.868153, 0.920947], [-2.295327, 0.297413, 0.595821], [-1.175171, 2.354114, 1.530959], [-3.555000, 0.006427, 4.817755], [-3.132974, -0.794938, 3.457734], [-0.416765, 0.375206, 5.852667], [0.205001, -1.927461, -0.012614], [1.520983, -3.149159, 1.586260], [2.043192, -2.030128, 3.546861], [4.403642, -1.602404, 3.968340], [5.287661, 0.699858, 3.888690], [3.751679, 2.593438, 3.383740], [1.382147, 2.172681, 2.950886], [-2.436517, -0.571575, 0.990552], [-0.372092, 2.885987, 1.598157], [-7.322682, 6.036198, 4.090157], [-7.337693, 4.641111, 3.772741], [-6.134914, 4.118170, 3.530532], [-5.092159, 4.714629, 3.565677], [-6.289383, 2.822687, 3.249779], [-5.048490, 2.142995, 2.977897], [-8.359335, 6.311164, 4.258359], [-6.738063, 6.217114, 4.989685], [-6.913791, 6.612342, 3.262637], [-4.387161, 2.199757, 3.835027], [-4.562944, 2.568822, 2.102699], [-5.305922, 1.107919, 2.779749], [8.300527, -4.200458, 2.043489], [7.818397, -2.899488, 2.399404], [8.488933, -1.894990, 1.835649], [9.421413, -2.002261, 1.084698], [7.942440, -0.749781, 2.243466], [8.563280, 0.423670, 1.706948], [7.665915, -4.905546, 2.571167], [8.219670, -4.358198, 0.969862], [9.334834, -4.324009, 2.357194], [8.490591, 0.433985, 0.621381], [9.607045, 0.477150, 2.009046], [8.014826, 1.264016, 2.121600], [2.446887, -2.196333, -4.550740], [3.711043, -2.161336, -3.877937], [3.633230, -2.302607, -2.558355], [2.622977, -2.450045, -1.921230], [4.866643, -2.249225, -2.054468], [4.926499, -2.380153, -0.630098], [2.664849, -2.072498, -5.607319], [1.951544, -3.151712, -4.391250], [1.805798, -1.386359, -4.208940], [4.522977, -3.341075, -0.315800], [4.377697, -1.574252, -0.145660], [5.979674, -2.318436, -0.371335], [-12.983979, 2.775964, -0.343354], [-12.106811, 2.762368, 0.784873], [-10.811776, 2.860853, 0.472316], [-10.369317, 2.955414, -0.643261], [-10.107862, 2.836523, 1.597195], [-8.687376, 2.933997, 1.416535], [-13.988095, 2.689889, 0.060889], [-12.885168, 3.708202, -0.896142], [-12.776026, 1.935206, -1.002331], [-8.433361, 3.873355, 0.927247], [-8.324338, 2.098148, 0.820338], [-8.243242, 2.904659, 2.400707], [2.052227, -2.705459, -11.708050], [3.359592, -2.258133, -11.335704], [3.637681, -2.395783, -10.041184], [2.898542, -2.848442, -9.205656], [4.872694, -1.945499, -9.827038], [5.298754, -2.042779, -8.465470], [1.973925, -2.531858, -12.776688], [1.934757, -3.765761, -11.494000], [1.288408, -2.136407, -11.182086], [5.306441, -3.080134, -8.136908], [4.649647, -1.455115, -7.819337], [6.307746, -1.643905, -8.431621]], "atomic_forces_ev_per_a": [[0.42, -0.85, 0.57], [-0.12, 0.01, 0.05], [-0.13, -0.35, 0.06], [-0.60, 0.23, 0.28], [0.34, 0.28, -0.37], [0.20, -0.21, 0.17], [-0.03, 0.02, -0.05], [0.17, -0.20, 0.05], [-0.20, -0.05, -0.10], [0.12, -0.16, 0.00], [0.12, -0.24, 0.06], [0.37, 0.22, 0.01], [-0.20, -0.02, -0.12], [0.79, -0.09, -0.69], [-0.03, -0.07, 0.15], [-0.20, -0.08, 0.58], [-0.10, 0.29, -0.07], [-0.23, 0.30, -0.36], [0.20, 0.45, -0.13], [-0.18, 0.03, -0.01], [-0.01, -0.13, -0.04], [0.01, 0.04, 0.06], [0.02, 0.17, 0.02], [-0.08, 0.13, -0.02], [-0.10, -0.07, 0.02], [-0.03, -0.04, 0.07], [-0.20, 0.11, 0.02], [-0.16, 0.11, -0.25], [-0.09, 0.07, 0.02], [-0.04, 0.00, 0.04], [0.07, -0.05, 0.08], [0.01, 0.03, -0.02], [0.33, 0.14, 0.10], [-0.05, -0.07, -0.11], [-0.02, -0.05, -0.01], [0.05, 0.00, -0.03], [0.06, -0.01, 0.01], [0.01, 0.09, -0.02], [0.06, 0.05, 0.05], [-0.11, 0.02, 0.04], [-0.04, -0.10, 0.03], [-0.03, -0.02, 0.00], [-0.04, 0.02, 0.01], [0.02, -0.01, -0.02], [-0.04, 0.02, 0.02], [-0.03, 0.12, 0.01], [-0.03, 0.04, 0.02], [0.05, 0.03, -0.01], [0.02, 0.03, -0.05], [0.05, -0.04, -0.01], [0.02, -0.04, -0.04], [-0.03, -0.03, 0.02], [-0.08, 0.01, -0.19], [0.01, 0.00, -0.03], [0.06, 0.04, 0.05], [-0.09, -0.03, 0.06], [0.01, 0.00, 0.00], [0.08, 0.01, 0.06], [0.07, -0.01, 0.01], [-0.01, 0.01, 0.08], [0.00, -0.03, 0.07], [-0.05, 0.01, 0.00], [-0.05, -0.02, 0.00], [0.01, 0.01, -0.05], [-0.11, -0.01, 0.00], [-0.01, 0.00, 0.01], [-0.02, 0.00, 0.01], [0.02, 0.00, -0.03], [0.01, 0.01, 0.03], [0.00, -0.03, -0.04], [0.02, 0.00, 0.05], [0.05, -0.02, -0.03], [0.04, 0.03, -0.03], [-0.01, -0.03, -0.07], [-0.03, 0.03, -0.07], [-0.29, -0.06, -0.05], [-0.05, 0.00, -0.10], [0.01, 0.00, -0.01], [0.01, 0.02, -0.02], [-0.02, -0.01, 0.02], [0.01, -0.01, -0.01], [0.13, 0.03, 0.13], [0.05, 0.02, 0.00], [-0.01, 0.01, 0.06], [0.00, -0.03, 0.05], [-0.08, -0.01, 0.00], [-0.04, -0.04, 0.01], [-0.01, 0.03, -0.10]], "lumo_energy_ev": 0.30, "e_tot_ev": -158620.3789, "e_above_lowest_kj_mol": 0.0, "orbital_gap_ev": 8.10, "homo_energy_ev": -7.8}